1.
ORCA calculation (the ωB97M-V functional and the def2-TZVPD basis) on a structure of composition C5H6ErO4 at a distorted geometry.

The geometry in XYZ format:
```
16
Properties=species:S:1:pos:R:3:forces:R:3
O -1.458998 -2.302599 0.146961 -0.190 0.329 1.418
C -0.473922 -2.738654 -0.417394 0.140 0.313 -0.879
C 0.860649 -2.601074 0.339671 0.513 -0.416 -0.521
O 0.801072 -2.133386 1.457992 -1.092 0.601 0.947
Er -1.265086 -1.321740 2.337376 1.147 0.428 -2.273
H -0.495805 -3.083670 -1.462193 -0.156 -0.212 0.178
H 1.810290 -2.880150 -0.140054 -0.009 -0.014 0.178
C 1.416573 1.961283 -1.434727 -0.338 -0.296 0.028
C 0.373677 2.106609 -0.633713 0.233 1.338 -1.009
O 0.011859 1.019094 0.176609 -0.967 -1.677 1.297
C -0.986086 1.003930 0.998257 0.975 -0.468 -0.058
O -1.628952 2.116335 1.077599 -0.233 -0.376 0.291
H 1.958932 1.017935 -1.507158 0.043 0.372 0.083
H -0.276631 2.975824 -0.578290 0.240 -0.227 0.148
H 1.692734 2.784049 -2.092460 0.003 -0.187 0.190
H -2.340305 2.076215 1.731522 -0.309 0.492 -0.019
```
Positions in Å, forces in eV/Å.

Values from the calculation:
max |F|	2.6	eV/Å
DFT total energy	-41056.915	eV
charge	+3
⟨S²⟩	3.75
multiplicity	4
LUMO (spin up / spin down)	-14.9 / -15.5	eV
orbital gap (spin up / spin down)	5.07 / 4.46	eV
energy above the lowest of the compared OMol25 structures with the same formula, charge and spin	0.00	kcal per mole

2.
ORCA calculation (the ωB97M-V functional and the def2-TZVPD basis) on an isolated molecule of C5H6FIN2 at a distorted geometry.

The geometry in XYZ format:
```
15
Properties=species:S:1:pos:R:3:forces:R:3
C -0.313214 0.531241 2.282075 -0.314 -0.253 -0.682
C -0.704660 -0.380509 1.343327 0.518 1.611 2.105
C 0.356925 1.717011 1.775502 1.183 -0.672 -7.339
C -0.221714 -0.353282 -0.024163 0.538 -0.840 -0.477
C 0.007030 1.003061 -0.591245 0.762 0.864 -0.880
N 0.614607 1.937641 0.289897 -0.992 0.347 8.437
N 0.874799 0.974986 -1.726880 -0.283 -1.459 -0.034
F -1.216439 1.558619 -1.034828 0.495 -0.410 0.110
I 1.239319 2.930744 3.131992 0.261 0.613 0.132
H -0.413473 0.421551 3.380769 -0.426 0.046 -0.989
H -1.340390 -1.173214 1.603369 -0.473 -1.218 0.637
H 0.824077 -0.783148 0.047479 -0.967 0.073 -0.286
H -0.852698 -1.001418 -0.648393 0.476 0.359 -0.181
H 0.593124 1.314671 -2.577483 -1.593 1.066 -1.888
H 1.855297 0.874428 -1.782659 0.815 -0.127 1.333
```
Positions in Å, forces in eV/Å.

Values from the calculation:
max |F|	8.5	eV/Å
DFT total energy	-19077.900	eV
LUMO (spin up / spin down)	-0.8 / -0.8	eV
orbital gap (spin up / spin down)	8.07 / 8.07	eV
energy above the lowest of the compared OMol25 structures with the same formula, charge and spin	33.85	kcal per mole

3.
ORCA calculation (the ωB97M-V functional and the def2-TZVPD basis) on a structure of composition C5H6FN2O2 at a distorted geometry.

The geometry in XYZ format:
```
16
Properties=species:S:1:pos:R:3:forces:R:3
C -0.923463 4.346829 0.193882 0.179 -0.142 -0.016
C -0.108680 0.437642 -1.357329 -1.450 0.079 -2.068
C -0.724790 0.339393 0.085146 2.824 0.780 -1.328
C -0.129569 1.925089 -1.459946 -0.700 1.220 -1.461
C 0.357860 -0.273275 0.928955 -2.168 1.157 3.612
N -0.882821 1.742124 0.539439 -2.515 -1.977 2.738
N -0.656060 2.520869 -0.428321 2.282 0.527 -2.335
O -1.982777 4.586650 -0.226879 -2.044 0.557 -0.879
O 0.007959 4.653066 0.831072 1.508 0.022 0.666
F 0.264030 2.649367 -2.605318 -0.413 -0.706 0.957
H 0.908891 0.143580 -1.470397 1.079 -0.732 0.329
H -0.616694 -0.190379 -2.224849 0.307 1.416 1.566
H -1.572810 -0.293843 0.006474 -1.327 -0.145 0.488
H 1.261776 -0.214365 0.490875 3.193 0.781 -1.533
H 0.244798 -1.313821 1.052548 -0.510 -1.493 0.707
H 0.425407 0.318345 1.929276 -0.245 -1.342 -1.445
```
Positions in Å, forces in eV/Å.

Values from the calculation:
max |F|	4.4	eV/Å
DFT total energy	-15073.480	eV
charge	-1
LUMO	4.0	eV
orbital gap	6.28	eV
energy above the lowest of the compared OMol25 structures with the same formula, charge and spin	36.35	kcal per mole

4.
ORCA calculation (the ωB97M-V functional and the def2-TZVPD basis) on a cluster of 2 separate species, C5H6FN2O5 in total at a distorted geometry.

The geometry in XYZ format:
```
19
Properties=species:S:1:pos:R:3:forces:R:3
C 1.971647 -1.353941 -0.619308 -1.049 0.622 -0.503
C -0.249458 -1.780314 0.083741 -0.532 1.690 -0.996
C -2.287743 1.211476 -0.294186 1.705 -1.216 0.998
C -2.158703 -0.304639 -0.045080 -2.090 -0.107 -4.050
C 1.993845 0.323091 0.971357 -1.714 -1.315 1.847
N 0.915152 -1.998930 -0.567387 -0.543 -1.219 0.662
N 2.085377 1.180246 -0.075175 -0.638 2.072 -0.992
O 2.907819 -1.168264 -1.282645 1.726 0.246 0.106
O -0.751481 -2.417328 0.952903 -0.399 -1.012 1.200
O 1.040223 1.683064 -0.551956 -0.534 -0.321 0.429
O 3.157660 1.420664 -0.597778 1.264 -0.084 0.061
O -0.896364 -0.716132 -0.496560 0.844 -0.222 -0.302
F 3.189469 0.138690 1.616710 -0.195 0.068 0.050
H -3.212925 1.448730 -0.740055 -0.918 0.550 -0.465
H -2.080693 1.749461 0.613756 -0.498 0.354 0.647
H -1.412183 1.487089 -0.856719 0.027 0.162 -0.910
H -3.017489 -0.821300 -0.768839 2.042 0.831 1.955
H -2.290900 -0.597261 0.932916 -0.553 -0.699 2.162
H 1.096756 0.515593 1.724309 2.056 -0.401 -1.898
```
Positions in Å, forces in eV/Å.

Values from the calculation:
max |F|	4.6	eV/Å
DFT total energy	-21214.580	eV
charge	-1
LUMO (spin up / spin down)	3.6 / 3.6	eV
orbital gap (spin up / spin down)	8.17 / 8.18	eV

5.
ORCA calculation (the ωB97M-V functional and the def2-TZVPD basis) on an isolated molecule of C5H6FNO at a distorted geometry.

The geometry in XYZ format:
```
14
Properties=species:S:1:pos:R:3:forces:R:3
C 1.117217 -0.743625 -0.003785 1.739 -1.144 0.045
C 0.017420 0.036631 -0.031302 -0.816 0.605 0.261
C 0.122205 1.502276 -0.008294 -2.189 0.070 -0.077
C -1.306651 -0.598117 0.000657 -0.088 -0.291 -0.134
C -2.519804 -0.054795 0.008314 1.000 -0.174 0.157
H 3.183370 -1.036049 -0.042793 -0.419 -0.097 0.024
H 2.769254 0.603335 -0.042700 -0.567 -0.637 0.061
H 1.023484 -1.860755 0.014525 -0.124 1.296 -0.037
H 1.113460 1.870873 -0.002087 1.547 0.601 0.009
H -2.614503 1.017199 0.075160 -0.096 -0.090 -0.156
H -3.353948 -0.719560 -0.004863 -0.521 -0.167 0.046
N 2.440236 -0.360399 0.034463 -0.189 0.550 -0.127
O -0.797698 2.320124 0.003753 0.998 -1.098 0.003
F -1.194047 -1.977137 -0.001047 -0.275 0.575 -0.076
```
Positions in Å, forces in eV/Å.

Values from the calculation:
max |F|	2.2	eV/Å
DFT total energy	-11536.062	eV
LUMO	0.4	eV
orbital gap	8.82	eV
energy above the lowest of the compared OMol25 structures with the same formula, charge and spin	48.31	kcal per mole

6.
ORCA calculation (the ωB97M-V functional and the def2-TZVPD basis) on a structure of composition C5H6FNO.

The geometry in XYZ format:
```
14
Properties=species:S:1:pos:R:3:forces:R:3
C -0.544067 0.183018 -1.137626 0.089 -0.101 0.086
C 0.824140 -0.515382 -0.897634 -0.253 -0.155 0.224
C 1.336733 0.903618 -0.619762 0.644 0.205 -0.187
C -0.050230 1.077041 0.032357 -0.516 0.801 0.049
C 0.008007 0.023059 1.131752 0.163 -0.415 -0.043
H -0.657009 0.711838 -2.091617 0.079 -0.156 0.220
H 1.285251 -1.223011 -1.577641 0.002 0.101 -0.087
H 2.204274 1.006455 0.029515 -0.042 -0.152 0.016
H 1.488281 1.488634 -1.527598 -0.184 0.041 0.060
H -0.489425 2.054789 0.291267 0.197 -0.597 -0.140
H 0.352511 -1.968860 0.658947 0.273 0.745 -0.178
N 0.711391 -1.019687 0.487673 -0.528 -0.381 0.298
O -0.448551 0.025946 2.242714 0.094 0.031 -0.236
F -1.669190 -0.574191 -0.910313 -0.019 0.032 -0.082
```
Positions in Å, forces in eV/Å.

Values from the calculation:
max |F|	1.0	eV/Å
DFT total energy	-11536.527	eV
LUMO	0.8	eV
orbital gap	10.57	eV
energy above the lowest of the compared OMol25 structures with the same formula, charge and spin	37.59	kcal per mole

7.
ORCA calculation (the ωB97M-V functional and the def2-TZVPD basis) on a structure of composition C5H6FNS at a distorted geometry.

The geometry in XYZ format:
```
14
Properties=species:S:1:pos:R:3:forces:R:3
C 0.294183 -1.447028 -0.496444 -0.162 0.495 -0.319
C 0.861528 1.800640 0.890685 2.199 0.682 0.280
C 1.348218 0.590513 0.911513 -2.696 -4.443 0.161
C -1.476329 -0.196794 -1.340264 3.032 1.712 1.852
C -0.032375 -0.745480 0.819195 2.251 1.900 -0.665
N -0.326453 -1.004700 -1.511489 0.372 -1.657 -1.013
F 2.521251 -0.106276 1.019481 -0.975 1.839 -0.082
S -1.633309 -0.032398 0.518689 -0.405 0.329 -0.060
H 1.082689 -2.227511 -0.664504 -0.592 1.036 0.495
H 1.311293 2.783271 0.981869 0.442 -0.337 -0.092
H -0.180519 1.780882 0.794955 -1.457 0.169 -0.106
H -1.429774 0.701315 -1.964879 0.626 0.517 0.716
H -2.316176 -0.600435 -1.719177 -2.870 -2.236 -0.902
H -0.024228 -1.295998 1.760372 0.233 -0.006 -0.265
```
Positions in Å, forces in eV/Å.

Values from the calculation:
max |F|	5.2	eV/Å
DFT total energy	-20321.827	eV
LUMO	0.8	eV
orbital gap	9.66	eV
energy above the lowest of the compared OMol25 structures with the same formula, charge and spin	55.30	kcal per mole

8.
ORCA calculation (the ωB97M-V functional and the def2-TZVPD basis) on a structure of composition C5H6IN at a distorted geometry.

The geometry in XYZ format:
```
13
Properties=species:S:1:pos:R:3:forces:R:3
C -1.093873 1.182594 -0.047233 3.676 -2.030 0.676
C -1.433781 0.066043 -0.595880 -7.349 3.927 -4.179
C 0.861370 -1.282981 -0.160284 -2.073 -6.978 -0.903
C 0.238843 1.091411 0.715420 -1.256 -1.984 1.846
C 0.966467 -0.193156 0.367845 -0.290 6.563 2.124
N 0.672670 -2.499663 -0.444922 0.859 2.059 -1.601
I 3.075996 0.067825 0.626040 3.515 0.665 0.724
H -1.483562 2.085490 0.006710 -2.284 4.002 -0.442
H -2.283711 -0.334921 -1.223988 0.472 1.629 0.693
H -0.971947 -0.670396 -0.295622 4.482 -7.072 2.274
H 0.907898 1.947572 0.729356 -0.183 0.080 -0.327
H -0.090995 0.911646 1.803262 0.687 0.521 -1.092
H 0.634630 -2.371470 -1.480709 -0.254 -1.381 0.206
```
Positions in Å, forces in eV/Å.

Values from the calculation:
max |F|	9.3	eV/Å
DFT total energy	-14865.183	eV
⟨S²⟩	2.01
multiplicity	3
LUMO (spin up / spin down)	0.8 / -3.1	eV
orbital gap (spin up / spin down)	6.81 / 6.44	eV
energy above the lowest of the compared OMol25 structures with the same formula, charge and spin	18.90	kcal per mole